{
  "formula": "C70H55CrNO4P2SSi",
  "method": "ωB97M-V/def2-TZVPD",
  "spin_multiplicity": 5,
  "relative_energy_kj_mol": 155.9,
  "homo_energy_ev": [-5.754, -7.969],
  "homo_lumo_gap_ev": [5.201, 7.385],
  "largest_force_ha_per_bohr": 0.0284,
  "total_energy_ha": -5471.20246,
  "elements": ["Cr", "O", "S", "C", "C", "C", "C", "C", "C", "C", "C", "C", "C", "P", "C", "C", "C", "C", "C", "C", "C", "C", "C", "C", "C", "C", "C", "C", "C", "C", "C", "C", "C", "C", "C", "C", "C", "C", "P", "C", "C", "C", "C", "C", "C", "C", "C", "C", "C", "C", "C", "C", "C", "H", "H", "H", "H", "H", "H", "H", "H", "H", "H", "H", "H", "H", "H", "H", "H", "H", "H", "H", "H", "H", "H", "H", "H", "H", "H", "H", "H", "H", "H", "H", "H", "H", "H", "H", "H", "O", "Si", "C", "C", "C", "C", "C", "C", "C", "C", "C", "C", "C", "C", "C", "C", "C", "C", "C", "C", "H", "H", "H", "H", "H", "H", "H", "H", "H", "H", "H", "H", "H", "H", "H", "O", "C", "C", "C", "C", "O", "N", "H", "H", "H", "H"],
  "positions_angstrom": [[0.296, -0.666, 0.338], [0.236, 1.308, 0.018], [0.460, 2.740, 0.427], [0.802, 2.867, 2.200], [1.694, 3.899, 2.530], [1.544, 4.719, 3.642], [0.415, 4.572, 4.417], [-0.117, 5.351, 5.587], [-1.476, 4.687, 5.922], [-1.563, 3.501, 5.006], [-2.501, 2.509, 4.879], [-2.236, 1.453, 4.007], [-1.110, 1.421, 3.179], [-0.527, -0.197, 2.570], [0.796, -0.536, 3.797], [1.071, 0.274, 4.892], [2.137, -0.022, 5.723], [2.933, -1.126, 5.471], [2.636, -1.962, 4.407], [1.568, -1.674, 3.581], [-1.719, -1.424, 3.218], [-1.793, -1.672, 4.588], [-2.659, -2.633, 5.073], [-3.480, -3.335, 4.204], [-3.413, -3.088, 2.844], [-2.526, -2.147, 2.350], [-0.262, 2.564, 3.110], [-0.460, 3.512, 4.135], [1.967, 3.265, -0.401], [2.075, 4.654, -0.507], [2.918, 5.288, -1.416], [3.557, 4.508, -2.350], [4.432, 4.863, -3.518], [4.714, 3.516, -4.229], [4.004, 2.484, -3.397], [3.873, 1.124, -3.541], [3.303, 0.404, -2.490], [2.820, 1.007, -1.330], [2.645, -0.011, 0.171], [3.629, 1.064, 1.305], [3.177, 1.232, 2.602], [3.887, 1.982, 3.522], [5.079, 2.572, 3.147], [5.536, 2.428, 1.846], [4.816, 1.688, 0.925], [3.908, -1.325, -0.088], [5.135, -1.115, -0.713], [6.048, -2.146, -0.832], [5.752, -3.405, -0.335], [4.533, -3.627, 0.279], [3.625, -2.591, 0.416], [2.693, 2.426, -1.287], [3.390, 3.114, -2.302], [2.531, 4.074, 1.872], [2.277, 5.482, 3.853], [-0.239, 6.405, 5.332], [0.576, 5.294, 6.430], [-2.300, 5.376, 5.726], [-1.534, 4.385, 6.970], [-3.396, 2.505, 5.482], [-2.907, 0.607, 4.003], [0.474, 1.152, 5.079], [2.353, 0.619, 6.565], [3.773, -1.348, 6.112], [3.246, -2.835, 4.221], [1.303, -2.336, 2.771], [-1.177, -1.112, 5.275], [-2.694, -2.838, 6.133], [-4.178, -4.067, 4.587], [-4.048, -3.639, 2.166], [-2.433, -1.987, 1.287], [1.462, 5.252, 0.151], [3.018, 6.361, -1.407], [5.354, 5.333, -3.169], [3.935, 5.569, -4.185], [5.786, 3.301, -4.260], [4.349, 3.524, -5.259], [4.240, 0.605, -4.414], [3.260, -0.674, -2.555], [2.239, 0.786, 2.877], [3.499, 2.107, 4.522], [5.648, 3.150, 3.860], [6.461, 2.900, 1.546], [5.179, 1.615, -0.089], [5.381, -0.152, -1.133], [6.996, -1.965, -1.318], [6.468, -4.208, -0.434], [4.294, -4.611, 0.654], [2.679, -2.764, 0.910], [-1.544, -0.850, -0.274], [-2.859, -0.793, -1.137], [-2.890, 0.477, -2.554], [-2.286, 1.721, -2.414], [-2.519, 2.736, -3.324], [-3.356, 2.521, -4.406], [-3.929, 1.275, -4.584], [-3.700, 0.271, -3.664], [-4.319, -0.181, -0.067], [-5.632, -0.273, -0.514], [-6.668, 0.290, 0.210], [-6.412, 0.954, 1.397], [-5.111, 1.045, 1.861], [-4.080, 0.490, 1.125], [-3.264, -2.530, -1.815], [-4.105, -3.400, -1.130], [-4.412, -4.654, -1.634], [-3.880, -5.060, -2.847], [-3.044, -4.206, -3.546], [-2.729, -2.962, -3.025], [-1.634, 1.894, -1.570], [-2.064, 3.705, -3.184], [-3.573, 3.323, -5.097], [-4.572, 1.092, -5.432], [-4.162, -0.695, -3.804], [-5.856, -0.779, -1.444], [-7.680, 0.212, -0.160], [-7.225, 1.401, 1.952], [-4.911, 1.550, 2.795], [-3.055, 0.587, 1.460], [-4.550, -3.076, -0.200], [-5.081, -5.312, -1.093], [-4.126, -6.030, -3.256], [-2.652, -4.505, -4.507], [-2.075, -2.301, -3.574], [0.778, -1.888, -1.647], [0.427, -2.847, -0.955], [0.063, -4.252, -1.390], [-0.335, -4.915, -0.076], [-0.087, -3.838, 0.980], [-0.224, -3.982, 2.174], [0.341, -2.694, 0.371], [0.905, -4.742, -1.879], [-0.756, -4.199, -2.106], [0.246, -5.805, 0.168], [-1.391, -5.186, -0.046]],
  "lowdin_charge": [0.404, -0.640, 1.128, -0.288, -0.096, -0.002, -0.137, -0.098, -0.099, -0.150, 0.001, -0.065, -0.267, 1.118, -0.369, -0.100, -0.091, -0.079, -0.055, -0.086, -0.332, -0.086, -0.073, -0.074, -0.059, -0.092, -0.161, -0.099, -0.294, -0.080, -0.008, -0.140, -0.099, -0.099, -0.146, 0.002, -0.061, -0.267, 1.123, -0.297, -0.105, -0.076, -0.077, -0.072, -0.075, -0.313, -0.097, -0.075, -0.084, -0.071, -0.079, -0.139, -0.084, 0.101, 0.119, 0.120, 0.122, 0.123, 0.120, 0.119, 0.100, 0.103, 0.104, 0.102, 0.109, 0.073, 0.104, 0.101, 0.101, 0.098, 0.070, 0.111, 0.116, 0.122, 0.121, 0.120, 0.122, 0.119, 0.116, 0.058, 0.103, 0.103, 0.103, 0.099, 0.091, 0.103, 0.102, 0.105, 0.079, -0.403, 0.481, -0.199, -0.079, -0.091, -0.101, -0.093, -0.103, -0.203, -0.094, -0.093, -0.097, -0.084, -0.089, -0.205, -0.096, -0.089, -0.096, -0.100, -0.124, 0.076, 0.096, 0.096, 0.098, 0.093, 0.103, 0.098, 0.097, 0.088, 0.070, 0.090, 0.100, 0.098, 0.102, 0.111, -0.003, -0.522, -0.055, -0.058, -0.483, 0.061, 0.024, 0.124, 0.093, 0.118, 0.118]
}